2 unconnected molecules or ions with the total composition C7H14BrO4P. Source: the Open Molecules 2025 dataset; level of theory: the ωB97M-V functional and the def2-TZVPD basis.

```
27
Properties=species:S:1:pos:R:3:forces:R:3
C 0.624724 1.822214 -0.714694 0.72 1.57 0.01
C -0.984967 -0.534047 2.352690 -0.99 -0.11 -0.30
C 0.068231 1.863745 2.402220 0.82 -1.44 0.45
C 1.241203 -0.472323 -2.352012 0.26 -0.36 -0.86
C 0.226575 -2.651108 -1.713736 -3.43 2.71 0.28
C -1.151915 0.990999 2.106053 4.11 -2.01 -1.63
C -0.099039 -1.190412 -2.127359 2.17 0.32 1.77
O 0.996385 2.880543 -0.942993 0.03 -0.95 0.15
O -2.034272 1.638508 -1.641106 2.41 -1.11 0.88
O -1.515676 1.226221 0.750822 -0.15 -0.24 -2.33
O -0.689862 -0.509766 -0.909956 0.26 -0.87 -0.14
P -1.053316 0.968117 -0.727364 -3.52 1.09 0.17
Br 3.604375 0.156106 1.119632 -0.74 0.23 -0.40
H -1.934100 -1.091049 2.110405 0.99 0.66 -0.38
H -0.119541 -0.944174 1.866295 0.23 -0.13 -0.88
H -0.812247 -0.874184 3.355755 0.05 0.75 1.03
H -0.135224 2.968732 2.501565 0.22 -1.26 -0.56
H 0.912536 1.532881 1.631599 -1.44 1.03 1.97
H 0.314059 1.468789 3.422452 0.62 0.71 -0.77
H 1.931865 -0.856569 -3.180966 -1.16 -0.14 1.32
H 1.093324 0.551353 -2.697097 0.00 0.29 0.40
H 1.711917 -0.568370 -1.348408 0.32 0.49 -0.89
H 0.545360 -2.607296 -0.670410 0.43 -0.52 -0.41
H 0.886757 -2.871117 -2.495092 1.17 -1.48 -0.57
H -0.795246 -3.054919 -1.826719 0.88 -1.05 0.33
H -1.968978 1.277454 2.576825 -3.67 1.61 2.50
H -0.862915 -1.120327 -2.848392 -0.61 0.16 -1.15
```
Positions in Å, forces in eV/Å.

E: -3491.37689 Ha
HOMO (spin up / spin down): -9.1 / -7.7 eV
relative energy (zero: lowest compared OMol25 entry of this formula, charge and spin): 270.26 kJ/mol

natural (NBO) atomic charge list, values in e, 4 entries: C 0.3839; C -0.6546; C -0.6515; C -0.6777

A single C4H5NO2 molecule. Source: the Open Molecules 2025 dataset; level of theory: the ωB97M-V functional and the def2-TZVPD basis.

```
12
Properties=species:S:1:pos:R:3:forces:R:3
O 0.801200 -1.359393 1.969904 0.00 0.52 -0.07
C 0.766630 -0.204863 1.621858 0.04 -0.40 0.07
C 0.536167 0.180936 0.177256 0.11 -0.18 -0.06
C -0.173814 -0.876723 -0.674158 0.11 -0.20 0.09
N -1.058793 -0.088760 -1.538928 -0.06 0.46 0.17
C -1.086982 1.067261 -1.027690 -0.11 -0.18 -0.27
O -0.312555 1.337165 0.061016 0.01 0.05 0.05
H 0.959696 0.620774 2.333677 -0.11 -0.03 -0.06
H 1.510812 0.460961 -0.248735 -0.02 -0.09 0.06
H 0.518710 -1.496511 -1.245831 -0.10 0.14 0.00
H -0.778642 -1.546725 -0.053330 0.09 0.05 -0.05
H -1.682430 1.905876 -1.375039 0.05 -0.14 0.06
```
Positions in Å, forces in eV/Å.

E: -360.62156 Ha
SMILES string: O=C[C@H]1CN=CO1
HOMO: -10.0 eV
relative energy (zero: lowest compared OMol25 entry of this formula, charge and spin): 125.65 kJ/mol

natural (NBO) atomic charge list, values in e, 4 entries: O -0.4954; C 0.4295; C -0.0417; C -0.2755

A single C5H11NO2 molecule. Source: the Open Molecules 2025 dataset; level of theory: the ωB97M-V functional and the def2-TZVPD basis.

```
19
Properties=species:S:1:pos:R:3:forces:R:3
C -0.343967 -0.182163 -0.501816 4.16 0.60 1.44
C -0.771478 0.583088 0.549429 -2.90 1.00 -0.46
C 1.332219 -0.219540 -0.126416 -1.50 -1.49 -2.01
C -1.415601 -1.718554 -0.432900 -1.00 0.62 -0.20
C 2.080844 1.098834 -0.180334 -0.64 -0.25 0.23
N -1.760279 1.497725 0.403125 0.54 -0.89 0.72
O -2.553740 -1.206297 -0.676373 0.30 -0.72 0.12
O 1.595654 -0.854952 1.093325 -0.20 0.15 0.43
H 1.107511 -1.685258 1.133118 0.08 0.02 -0.11
H -0.502154 0.157334 -1.515963 -0.22 0.07 -0.04
H -0.530275 0.314202 1.569074 0.66 0.40 0.06
H 1.662545 -0.858389 -0.957313 0.37 0.09 0.12
H -2.367299 1.391756 -0.397395 0.14 -0.02 -0.30
H -2.213528 1.846858 1.231120 -0.05 0.01 0.07
H -0.902376 -2.311955 -1.214239 0.12 0.16 -0.01
H -1.194720 -2.132434 0.574508 -0.01 0.09 -0.03
H 1.879271 1.670668 0.719188 -0.01 0.15 0.22
H 1.747956 1.691157 -1.025912 0.05 0.03 -0.22
H 3.149415 0.917921 -0.244226 0.11 -0.01 -0.05
```
Positions in Å, forces in eV/Å.

E: -402.22860 Ha
HOMO: -8.1 eV
relative energy (zero: lowest compared OMol25 entry of this formula, charge and spin): 392.64 kJ/mol

natural (NBO) atomic charge list, values in e, 4 entries: C -0.3992; C 0.1996; C 0.1405; C 0.1340